Record 1
Computed, not measured: a molecular structure, C17H22BF4N9O2RuSeSi at a distorted geometry, with ωB97M-V with the def2-TZVPD basis set.

Its total energy is -4514.37936 hartree. Its multiplicity is 2. The charge is +1. As for the gap between HOMO and LUMO (alpha / beta): 7.92 / 7.24 eV. Its expectation value of S² is 0.759. As for the energy above the lowest of the compared OMol25 structures with the same formula, charge and spin: 35.7 kcal/mol. The LUMO energy (alpha / beta) comes out at -3.75 / -4.15 eV.

Last column: Löwdin charge in e.
Positions of all 58 atoms, in Å:
Ru 0.860 0.476 0.277  1.31
N 0.825 0.553 2.786  0.05
N 2.028 1.064 3.312  0.04
C 3.026 1.369 2.453  -0.40
N 4.072 2.049 2.877  0.25
N 2.847 0.853 1.246  0.05
N 3.765 1.038 0.246  -0.39
O 4.905 1.407 0.454  0.10
O 3.307 0.755 -0.841  0.02
H 0.096 1.262 2.853  0.09
H 0.582 -0.289 3.295  0.09
H 1.975 1.591 4.170  0.17
H 4.049 2.553 3.747  0.14
H 4.826 2.212 2.226  0.11
Se -5.239 1.405 -4.293  1.19
N -3.497 1.345 -4.609  -0.21
C -2.913 1.091 -3.472  -0.33
C -1.465 0.968 -3.314  -0.06
C -0.556 1.122 -4.361  0.04
C 0.787 1.004 -4.104  0.01
C 1.206 0.735 -2.803  -0.06
N 0.341 0.578 -1.807  0.03
C -0.972 0.695 -2.050  -0.13
C -1.848 0.510 -0.915  -0.14
N -1.246 0.213 0.237  0.01
C -1.986 0.015 1.320  -0.12
C -3.371 0.078 1.299  0.00
C -3.999 0.386 0.113  0.05
C -3.225 0.613 -1.023  -0.06
C -3.784 0.928 -2.335  -0.33
N -5.061 1.058 -2.561  -0.21
H -0.929 1.340 -5.354  0.13
H 1.524 1.122 -4.885  0.13
H 2.251 0.645 -2.560  0.10
H -1.459 -0.222 2.232  0.09
H -3.931 -0.120 2.201  0.13
H -5.078 0.448 0.039  0.13
F 0.027 4.636 0.559  0.20
B 0.546 3.450 0.959  -1.20
F 1.148 2.739 -0.167  0.01
F 1.518 3.554 1.964  0.12
F -0.471 2.539 1.431  0.03
C 1.186 -4.443 -0.005  -0.18
Si 0.265 -2.922 0.562  0.42
C -1.417 -2.925 -0.263  -0.17
C 0.120 -2.905 2.435  -0.18
C 1.381 -1.490 0.057  -0.36
H 0.661 -5.345 0.325  0.04
H 2.203 -4.484 0.393  0.04
H 1.243 -4.475 -1.096  0.04
H -1.758 -3.955 -0.387  0.04
H -1.372 -2.469 -1.257  0.03
H -2.177 -2.399 0.320  0.01
H -0.199 -3.881 2.810  0.04
H -0.622 -2.175 2.776  0.00
H 1.085 -2.672 2.896  0.03
H 1.600 -1.607 -1.010  0.01
H 2.320 -1.621 0.606  0.01


Record 2
Computed, not measured: C7H13NO in the gas phase at a distorted geometry, with ωB97M-V with the def2-TZVPD basis set.

Its total energy is -404.41474 hartree. As for the gap between HOMO and LUMO: 8.74 eV. Its SMILES is CC(=O)[C@@H](N)[C@H]1C[C@@H]1C. As for the energy above the lowest of the compared OMol25 structures with the same formula, charge and spin: 70.7 kcal/mol. The LUMO energy comes out at 0.84 eV.

Last column: Löwdin charge in e.
Positions of all 22 atoms, in Å:
C 0.625 1.001 -1.058  -0.31
C -0.092 -0.256 -1.154  -0.12
C -0.728 -1.017 0.312  -0.24
C 0.294 -1.599 -0.638  -0.12
C 0.796 1.220 1.581  -0.03
C -2.181 -1.361 0.200  -0.08
C -0.144 1.322 0.400  -0.42
N 2.061 0.952 -1.118  0.06
O -1.132 2.054 0.406  0.03
H 0.224 1.759 -1.730  0.14
H -0.917 -0.202 -1.854  0.14
H -0.398 -0.991 1.343  0.12
H 2.459 0.199 -0.570  0.06
H 2.470 1.826 -0.805  0.08
H 1.298 -1.712 -0.237  0.10
H -0.008 -2.452 -1.244  0.11
H 0.198 1.036 2.476  0.09
H 1.513 0.407 1.481  0.07
H 1.337 2.163 1.689  0.09
H -2.767 -0.445 0.062  0.08
H -2.536 -1.872 1.100  0.08
H -2.373 -2.033 -0.642  0.08


Record 3
Computed, not measured: a molecular structure, CH61O33Tl at a distorted geometry, with ωB97M-V with the def2-TZVPD basis set.

Its total energy is -2728.46077 hartree. The charge is +2. As for the gap between HOMO and LUMO: 1.14 eV. As for the energy above the lowest of the compared OMol25 structures with the same formula, charge and spin: 561.6 kcal/mol. The LUMO energy comes out at -10.79 eV.

Last column: Löwdin charge in e.
Positions of all 96 atoms, in Å:
Tl 9.186 13.109 8.489  1.35
O 12.839 17.016 16.337  0.12
C 12.531 17.147 15.149  -0.33
O 10.420 14.528 7.673  -0.47
O 12.377 17.247 13.988  0.19
H 18.039 9.203 14.681  0.01
O 12.982 8.114 14.603  -0.05
H 13.292 7.362 14.056  0.03
H 12.820 7.674 15.428  0.05
O 11.439 10.286 16.649  -0.03
H 12.023 11.063 16.716  0.05
H 11.711 9.776 15.917  -0.03
O 11.850 6.416 12.487  -0.12
H 12.787 6.099 12.635  0.01
H 11.885 7.394 12.245  0.05
O 10.830 4.130 19.880  -0.06
H 11.301 4.928 20.106  0.02
H 10.317 4.338 19.088  0.03
O 10.058 19.342 6.878  -0.08
H 9.896 20.231 7.274  0.07
H 10.982 19.446 6.546  0.06
O 15.175 13.310 12.445  -0.07
H 14.249 13.212 12.644  0.00
H 15.397 13.425 11.494  0.01
O 17.023 9.900 17.046  -0.11
H 16.547 9.109 17.352  0.03
H 17.074 6.392 15.472  0.00
O 14.763 5.843 12.235  -0.16
H 14.472 11.926 9.471  0.05
H 15.768 18.567 15.396  0.37
O 17.336 16.082 17.305  -0.07
H 16.802 15.274 17.381  0.01
H 18.024 16.134 17.934  0.02
O 10.188 15.818 11.650  -0.07
H 9.528 16.468 11.350  0.03
H 10.997 16.270 11.338  0.06
O 7.151 15.291 9.498  -0.09
H 7.342 15.698 10.377  0.06
H 6.198 15.303 9.399  0.06
O 16.155 6.441 15.615  -0.08
H 15.519 5.651 15.710  0.10
H 15.670 6.514 12.025  0.19
O 9.458 18.290 16.294  -0.06
H 8.702 17.835 15.884  0.02
H 9.623 19.106 15.820  0.04
O 8.269 17.181 13.509  -0.06
H 9.122 16.689 13.588  0.04
H 7.627 16.648 13.017  0.04
O 13.533 11.124 13.711  -0.01
H 17.638 10.245 17.805  0.10
H 13.033 10.302 13.838  0.03
O 14.804 10.292 11.058  -0.05
H 14.287 10.492 12.031  0.17
H 13.836 3.981 9.603  0.06
O 9.429 17.124 9.212  -0.09
H 10.032 17.698 8.662  0.05
H 9.951 16.347 8.921  -0.01
O 14.549 11.561 10.306  -0.12
H 10.037 6.274 8.338  0.21
H 17.045 12.202 10.343  0.40
O 7.901 15.027 17.519  -0.06
H 7.422 14.755 16.683  0.05
H 7.473 15.786 17.884  0.02
O 4.455 9.895 16.115  -0.11
H 3.989 9.203 15.519  0.09
H 4.793 10.616 15.549  0.01
O 6.516 7.192 10.270  -0.05
H 5.677 7.604 10.056  0.04
H 6.775 7.429 11.147  0.01
O 5.025 12.559 16.320  -0.05
H 4.626 11.906 16.906  0.04
H 5.624 13.088 16.819  0.01
O 13.953 4.921 9.337  -0.11
H 14.710 5.432 11.341  0.00
H 13.053 5.320 9.041  0.08
O 14.980 14.631 16.726  -0.05
H 12.886 11.741 13.459  0.00
H 15.583 14.545 15.992  0.04
O 9.296 10.721 12.021  -0.06
H 9.396 9.809 11.700  0.06
H 8.331 10.788 11.762  0.09
O 18.896 8.950 14.347  -0.09
H 14.316 15.321 16.479  0.03
H 19.581 8.642 15.034  0.10
O 12.623 17.857 9.564  -0.08
H 12.682 17.157 8.813  0.09
H 13.426 18.356 9.470  0.03
O 11.736 13.494 14.967  -0.03
H 11.069 12.921 15.260  0.00
H 11.780 14.198 15.643  0.05
O 19.164 6.717 12.610  -0.08
H 19.475 7.032 13.481  0.01
H 19.681 7.246 11.999  0.03
O 10.342 12.955 10.636  -0.20
H 10.087 12.349 11.405  0.06
H 10.188 13.910 10.966  0.06


Record 4
Computed, not measured: a molecular structure, C7H11NO2S at a distorted geometry, with ωB97M-V with the def2-TZVPD basis set.

Its total energy is -876.58959 hartree. As for the gap between HOMO and LUMO (alpha / beta): 6.26 / 6.26 eV. As for the energy above the lowest of the compared OMol25 structures with the same formula, charge and spin: 85.3 kcal/mol. The LUMO energy (alpha / beta) comes out at -2.65 / -2.65 eV.

Last column: Löwdin charge in e.
Positions of all 22 atoms, in Å:
C -1.908 0.081 -0.033  -0.65
C 0.326 2.706 -0.772  -0.48
C -0.603 -0.389 -0.381  -0.21
C 0.036 -0.765 0.966  -0.71
C -0.125 -0.615 -1.676  0.00
C 1.266 0.020 1.305  -0.07
C 0.224 -2.333 1.069  -0.07
N -0.798 2.277 -0.262  0.11
O -2.927 0.318 -0.662  0.05
O 1.420 2.059 -0.886  -0.12
S -1.546 -0.208 1.764  1.00
H 0.232 3.776 -1.178  0.13
H 0.731 0.091 -1.862  0.13
H -0.915 -0.473 -2.424  0.11
H 0.402 -1.650 -1.845  0.16
H 1.778 -0.365 2.196  0.10
H 1.278 1.026 1.126  0.03
H 1.954 -0.340 0.502  0.11
H 1.059 -2.773 0.443  0.09
H -0.805 -2.919 0.806  0.14
H 0.567 -2.382 2.109  0.07
H -1.646 2.857 -0.303  0.08


Record 5
Computed, not measured: 2 unconnected molecules or ions with the total composition C6H14N2O2 at a distorted geometry, with ωB97M-V with the def2-TZVPD basis set.

Its total energy is -497.02667 hartree. As for the gap between HOMO and LUMO: 10.17 eV. Its SMILES is CNC(C)=O.CNC(C)=O. As for the energy above the lowest of the compared OMol25 structures with the same formula, charge and spin: 19.4 kcal/mol. The LUMO energy comes out at 0.68 eV.

Last column: Löwdin charge in e.
Positions of all 24 atoms, in Å:
C 1.617 2.558 1.110  -0.01
C 0.143 -0.747 2.221  -0.09
C 1.498 1.087 1.338  -0.58
O 2.204 0.303 0.732  0.04
N 0.542 0.645 2.218  0.01
H 1.134 2.756 0.151  0.08
H -0.215 1.295 2.352  0.12
H 0.604 -1.356 1.444  0.07
H 1.258 3.250 1.866  0.08
H 2.687 2.716 0.973  0.09
H 0.461 -1.215 3.153  0.08
H -0.928 -0.870 2.060  0.08
C 0.014 -2.268 -2.061  -0.08
C -1.724 0.886 -0.847  0.00
C -1.564 -0.492 -1.453  -0.54
O -2.496 -1.174 -1.814  0.06
N -0.249 -0.945 -1.512  0.00
H 0.486 -0.288 -1.642  0.12
H 0.113 -2.219 -3.136  0.08
H -0.987 1.062 -0.062  0.05
H 0.939 -2.660 -1.638  0.08
H -0.764 -2.968 -1.787  0.08
H -1.774 1.609 -1.654  0.09
H -2.611 0.824 -0.213  0.09


Record 6
Computed, not measured: C6H9N3OS in the gas phase at a distorted geometry, with ωB97M-V with the def2-TZVPD basis set.

Its total energy is -871.58388 hartree. As for the gap between HOMO and LUMO: 7.52 eV. As for the energy above the lowest of the compared OMol25 structures with the same formula, charge and spin: 77.2 kcal/mol. The LUMO energy comes out at 0.35 eV.

Last column: Löwdin charge in e.
Positions of all 20 atoms, in Å:
C -0.096 -1.616 0.409  -0.32
C 0.135 0.590 -0.087  -0.26
C -0.496 -2.922 0.833  -0.87
C -0.240 2.013 -0.275  0.00
C -2.012 -0.259 0.947  -0.01
C 2.344 0.839 -1.096  0.00
N 1.538 -1.189 -0.250  0.14
N -0.642 -0.384 0.516  -0.09
N 1.298 0.079 -0.449  -0.25
O -0.460 -3.623 1.799  0.04
S -1.104 -3.005 -0.775  0.79
H 0.333 2.662 0.391  0.09
H -0.048 2.325 -1.300  0.09
H -1.295 2.161 -0.070  0.07
H -2.684 -0.698 0.202  0.09
H -2.135 -0.801 1.886  0.11
H -2.274 0.784 1.103  0.08
H 3.235 0.214 -1.108  0.09
H 2.060 1.072 -2.123  0.10
H 2.542 1.761 -0.552  0.09